Below is C13H27N2O2PPd as an isolated structure at a distorted geometry, with properties calculated with wB97M-V/def2-TZVPD.

Last column: Löwdin spin population.
CARTESIAN COORDINATES (ANGSTROEM)
Pd  0.000  0.000  0.000  1.751
P  0.200  -2.232  -0.359  0.377
O  -2.336  0.173  -0.344  0.054
O  -0.019  0.147  1.959  0.177
N  -0.014  0.060  -2.092  0.284
N  0.082  2.194  -0.393  0.542
C  0.231  -1.109  -2.828  0.029
C  0.335  -0.954  -4.259  0.166
C  -0.644  2.983  0.627  0.060
C  -1.170  -3.390  0.148  0.102
C  -0.562  2.371  -1.732  0.043
C  0.211  0.287  -4.848  0.047
C  0.344  -2.314  -2.130  0.464
C  1.651  -3.087  0.404  0.070
C  -1.058  -0.617  3.973  0.015
C  -0.043  1.448  -4.062  0.130
C  1.499  2.627  -0.466  0.068
C  -0.160  1.271  -2.690  0.098
C  -0.653  -0.958  2.545  0.023
H  -0.161  2.436  -4.514  0.005
H  -1.747  0.254  3.975  0.000
H  -0.157  -0.371  4.575  0.001
H  0.933  0.124  2.242  0.014
H  -2.123  -3.036  -0.283  0.000
H  1.987  2.422  0.497  0.012
H  -2.300  -0.265  -1.219  0.001
H  0.308  0.382  -5.936  -0.001
H  -0.661  4.061  0.361  0.037
H  -1.676  2.607  0.702  0.005
H  -0.333  3.373  -2.145  0.021
H  2.560  -2.534  0.120  0.006
H  1.552  -3.076  1.504  0.003
H  0.527  -1.845  -4.865  0.005
H  -1.568  -1.207  1.986  0.004
H  0.520  -3.252  -2.668  0.023
H  -1.653  2.319  -1.565  0.003
H  0.018  -1.841  2.566  0.001
H  2.006  2.050  -1.253  0.010
H  -1.258  -3.419  1.248  0.003
H  1.582  -0.062  0.030  0.274
H  -0.143  2.856  1.598  0.004
H  -0.981  -4.411  -0.227  0.020
H  1.724  -4.130  0.050  0.013
H  1.560  3.711  -0.699  0.030
H  -2.664  -0.518  0.261  0.002
H  -1.572  -1.486  4.435  0.002

Molar mass: 380.76 g mol⁻¹
Multiplicity: 6
Total charge: +3
Orbital gap (alpha / beta): 8.035 / 5.459 eV
Largest force on an atom: 5.4 eV/A
<S²>: 8.794